The following is a quantum chemistry calculation of 5 unconnected molecules or ions with the total composition C16H43BO21S6 in a non-equilibrium geometry, from the Open Molecules 2025 dataset.

Values from the calculation:
Total charge: 0
LUMO energy, eV: -0.2
HOMO, eV: -10.4
Gap between HOMO and LUMO, eV: 10.21

Positions of all 87 atoms, in Å:
O: 0.89868 -2.24625 1.87541
S: 0.64284 -3.73522 1.42802
O: 2.00386 -4.39756 0.64432
C: 2.33682 -3.69086 -0.60180
C: 3.90578 -3.88587 -1.03324
C: 4.15434 -4.27858 -2.60500
C: 3.22457 -3.46528 -3.68279
S: 3.40792 -1.58796 -3.60834
O: 2.79437 -1.05545 -4.96157
O: 4.87861 -1.10625 -3.49286
O: 2.45629 -0.86647 -2.36889
O: -0.70697 -3.59032 0.35220
O: -1.59738 -2.80660 0.95171
B: -2.07962 -1.91132 -0.15334
O: -3.27359 -2.24150 -0.99268
O: -1.25600 -0.67585 -0.40261
H: 2.19484 -2.52981 -0.37287
H: 1.60243 -3.97560 -1.47154
H: 4.50819 -2.92517 -0.72627
H: 4.33678 -4.79622 -0.39248
H: 3.95452 -5.44045 -2.77465
H: 5.31653 -4.11919 -2.81935
H: 2.09675 -3.82986 -3.62245
H: 3.58821 -3.77509 -4.77647
H: 3.04079 -0.45235 -1.65650
H: -3.72717 -1.40870 -1.31659
H: -0.48394 -1.04722 -0.95871
O: -0.36360 -4.16575 8.58797
S: 0.34749 -4.56392 7.39109
O: 1.60277 -3.95669 7.00502
O: -0.67421 -4.50617 6.12289
C: -1.38288 -3.30163 5.87320
C: -0.50261 -2.27413 5.18737
C: 0.56219 -6.32611 7.42182
H: -1.81213 -2.90165 6.79823
H: -2.21919 -3.55391 5.21239
H: 0.28782 -1.92448 5.85821
H: -1.09125 -1.40649 4.87642
H: -0.01296 -2.70649 4.30886
H: -0.39634 -6.79554 7.65086
H: 1.29138 -6.56476 8.19871
H: 0.93371 -6.65403 6.44933
O: 7.62240 2.86707 -7.14697
S: 6.23288 3.04687 -6.78143
O: 5.77043 2.89310 -5.41908
O: 5.30459 2.12863 -7.75645
C: 5.59034 0.74196 -7.86129
C: 5.05922 -0.02413 -6.66462
C: 5.69053 4.62664 -7.38355
H: 6.66434 0.57314 -7.99515
H: 5.09177 0.38046 -8.76709
H: 5.60634 0.24086 -5.75496
H: 5.16109 -1.10196 -6.81923
H: 4.00509 0.21294 -6.48827
H: 5.98093 4.72485 -8.43123
H: 6.17557 5.40128 -6.78613
H: 4.60691 4.69452 -7.27196
O: -1.37170 1.19114 4.75886
S: -1.48257 2.55040 5.24552
O: -2.37213 2.90871 6.32895
O: -1.76551 3.54386 3.98516
C: -2.85844 3.25895 3.12503
C: -4.17466 3.69470 3.74040
C: 0.14440 3.14518 5.63482
H: -2.87849 2.19704 2.85698
H: -2.69253 3.82187 2.20019
H: -4.42139 3.08253 4.61300
H: -4.98994 3.59861 3.01786
H: -4.11953 4.73399 4.07999
H: 0.80872 2.93457 4.79462
H: 0.49174 2.62116 6.52756
H: 0.09146 4.21778 5.82982
O: -6.70570 4.30994 0.96144
S: -6.47398 3.33400 -0.08286
O: -5.15934 2.79212 -0.35046
O: -7.10527 3.89017 -1.47846
C: -6.71583 5.17578 -1.93784
C: -5.34814 5.13811 -2.59282
C: -7.60225 1.98251 0.14694
H: -6.74517 5.90748 -1.12319
H: -7.45874 5.48884 -2.67933
H: -4.56664 4.92586 -1.85712
H: -5.11829 6.09803 -3.06366
H: -5.30174 4.34902 -3.35023
H: -8.60864 2.38147 0.28699
H: -7.29143 1.42947 1.03563
H: -7.55937 1.33323 -0.72936

---

The following is a quantum chemistry calculation of a molecular structure, C16H44AlF5N7O2P2 in a non-equilibrium geometry, from the Open Molecules 2025 dataset.

Values from the calculation:
Total charge: -1
LUMO energy, eV: 1.8
HOMO, eV: -4.5
Gap between HOMO and LUMO, eV: 6.36

Positions of all 77 atoms, in Å:
C: 0.06366 -11.37783 -0.28592
N: 1.30364 -11.01696 -0.98277
C: 1.54006 -9.55063 -0.84116
Al: 2.38110 -9.02412 0.93102
C: 2.40340 -6.93845 0.89424
F: 3.34939 -6.34223 1.70451
F: 2.68571 -6.55895 -0.41294
C: 1.06882 -6.23859 1.22938
F: 0.01208 -6.99478 0.95306
F: 1.02328 -5.85740 2.50597
F: 0.90448 -5.10130 0.50528
H: 0.10941 -12.42711 0.01592
H: -0.82882 -11.24129 -0.90823
H: -0.03306 -10.77856 0.61721
H: 1.09556 -11.14944 -1.96667
H: 2.14285 -9.15642 -1.66260
H: 0.57824 -9.00803 -0.91028
H: 3.92772 -9.49992 0.94317
H: 1.53689 -9.61214 2.17737
O: -3.22551 0.38750 -2.59704
P: -2.27815 -0.49974 -1.86222
N: -3.29457 -1.51741 -0.92594
C: -3.95837 -1.07194 0.28492
C: -4.12345 -2.38320 -1.75623
N: -1.36617 0.72147 -0.99723
C: -1.50511 0.95797 0.42546
C: -1.24718 1.99318 -1.69997
N: -1.01520 -1.58932 -1.85473
C: -0.77403 -2.63019 -0.86914
C: 0.07488 -1.34869 -2.79300
H: -4.42129 -1.93013 0.77509
H: -4.73085 -0.30946 0.10918
H: -3.24582 -0.68395 1.00833
H: -3.51133 -3.16711 -2.21503
H: -4.63201 -1.83412 -2.55755
H: -4.88180 -2.87787 -1.15225
H: -2.51516 1.29019 0.70633
H: -0.80308 1.73684 0.73378
H: -1.24170 0.07442 1.01131
H: -2.13797 2.62117 -1.55578
H: -1.11482 1.83739 -2.76867
H: -0.36932 2.53613 -1.33732
H: -0.91001 -2.28286 0.15502
H: 0.25290 -2.98213 -0.95572
H: -1.41949 -3.49638 -1.02128
H: 0.89615 -0.80130 -2.31549
H: -0.27148 -0.75868 -3.64453
H: 0.46354 -2.28553 -3.19433
O: -0.29539 6.81189 2.65727
P: 0.79954 6.41586 1.72827
N: 1.64855 7.88341 1.44081
C: 1.15040 8.92174 0.55760
C: 2.27644 8.40279 2.64994
N: -0.15136 5.77861 0.41108
C: -0.32633 6.46909 -0.85090
C: -1.41230 5.16499 0.82265
N: 2.12918 5.46644 1.35681
C: 3.24730 5.84418 0.51818
C: 2.06081 4.05558 1.72498
H: 1.92450 9.68006 0.42447
H: 0.23877 9.41306 0.92519
H: 0.95740 8.53527 -0.44000
H: 3.13877 7.78515 2.92497
H: 1.58840 8.42564 3.50275
H: 2.64270 9.41463 2.48514
H: -0.84085 7.43429 -0.74144
H: -0.92391 5.84917 -1.52202
H: 0.62587 6.62605 -1.36413
H: -2.20960 5.90484 0.96973
H: -1.28912 4.61783 1.75518
H: -1.72908 4.44989 0.06095
H: 2.93130 6.34709 -0.39668
H: 3.78654 4.94242 0.22705
H: 3.95785 6.49468 1.03377
H: 1.72111 3.44058 0.88332
H: 1.36341 3.90587 2.55121
H: 3.03107 3.68680 2.06127

---

The following is a quantum chemistry calculation of a molecular structure, C16H44AsF6N3O8S4 in a non-equilibrium geometry, from the Open Molecules 2025 dataset.

Values from the calculation:
Total charge: +2
LUMO energy, eV: -6.8
HOMO, eV: -13.0
Gap between HOMO and LUMO, eV: 6.18

Positions of all 82 atoms, in Å:
N: -25.21708 -12.95879 8.16448
H: -24.78620 -13.86599 8.34892
H: -24.81742 -12.71846 7.25011
H: -25.01842 -12.07446 8.69136
H: -26.21768 -13.07748 8.00582
N: -23.94313 -8.56664 6.12930
H: -24.89297 -8.92656 6.08631
H: -24.01404 -7.61296 5.77187
H: -23.37537 -9.22359 5.59002
H: -23.54368 -8.65486 7.09243
N: -28.43664 -8.96900 8.38771
H: -29.34610 -8.85961 7.94613
H: -27.88089 -8.09039 8.55863
H: -27.80306 -9.47158 7.76113
H: -28.50971 -9.68225 9.12770
As: -23.85422 -9.31482 10.24425
F: -22.24430 -10.00031 10.37630
F: -24.46415 -10.83453 9.50008
F: -25.45012 -8.62361 9.97833
F: -23.32071 -7.84217 10.96486
F: -23.42916 -8.66348 8.65241
F: -24.33152 -9.95296 11.81108
C: -19.53111 -14.39100 11.60374
C: -20.79095 -13.89177 10.84479
C: -21.15914 -12.44376 11.26661
S: -20.42539 -12.19796 12.91852
O: -21.45475 -12.01656 13.91415
O: -19.42251 -11.16237 12.73653
C: -19.64994 -13.92726 13.02725
H: -18.60992 -14.03706 11.14300
H: -19.56180 -15.47997 11.63531
H: -21.59336 -14.63101 10.91787
H: -20.54878 -14.04650 9.78908
H: -22.21834 -12.24335 11.37751
H: -20.55865 -11.81482 10.61666
H: -20.43472 -14.53195 13.48486
H: -18.76422 -13.90848 13.65551
C: -20.59360 -6.87554 13.93426
C: -19.07819 -6.52380 14.28227
C: -18.21118 -6.80107 13.04073
S: -19.26574 -6.59696 11.61091
O: -18.75825 -7.43588 10.55241
O: -19.41621 -5.17067 11.40777
C: -20.75820 -7.23226 12.46728
H: -21.12853 -5.98783 14.26219
H: -20.74131 -7.72538 14.59508
H: -18.73386 -7.06485 15.15873
H: -18.83251 -5.46982 14.43368
H: -18.03671 -7.87795 13.12741
H: -17.27811 -6.26887 12.88199
H: -20.92058 -8.30335 12.36602
H: -21.52694 -6.70652 11.90525
C: -28.68374 -9.76587 14.67449
C: -28.09125 -8.46756 14.21619
C: -27.18543 -8.88593 13.05980
S: -28.02015 -10.26513 12.14484
O: -27.20226 -11.44476 12.01905
O: -28.76411 -9.70254 11.03151
C: -29.28294 -10.60448 13.52405
H: -29.45440 -9.61439 15.42952
H: -27.92753 -10.48371 15.00550
H: -27.60975 -7.94798 15.03987
H: -28.83154 -7.82428 13.73170
H: -26.31233 -9.38546 13.49178
H: -26.75169 -8.13021 12.40784
H: -29.27604 -11.67303 13.70840
H: -30.26234 -10.16648 13.33677
C: -25.54095 -3.43785 8.90477
C: -25.35107 -4.16588 10.25191
C: -25.24960 -5.65283 9.86968
S: -26.43572 -5.97628 8.52445
O: -27.64597 -6.57153 9.05103
O: -25.68027 -6.65606 7.47842
C: -26.60669 -4.17925 8.09271
H: -24.63915 -3.42994 8.29335
H: -25.80245 -2.40688 9.13780
H: -25.99990 -4.04217 11.11536
H: -24.33448 -3.95893 10.58893
H: -25.48999 -6.37098 10.64844
H: -24.23619 -5.76304 9.48976
H: -27.60581 -4.00676 8.51269
H: -26.82841 -4.05597 7.03447

---

The following is a quantum chemistry calculation of 5 unconnected molecules or ions with the total composition C16H44B3BrN2O7, from the Open Molecules 2025 dataset.

Values from the calculation:
Energy above the lowest of the compared OMol25 structures with the same formula, charge and spin, kcal/mol: 0.0
Total charge: 0
LUMO energy, eV: 0.1
HOMO, eV: -9.6
Gap between HOMO and LUMO, eV: 9.71

Positions of all 73 atoms, in Å:
C: 2.38028 2.56713 -1.52840
C: 1.01512 3.17044 -1.17896
C: 0.57988 3.09962 0.30095
C: 1.22155 2.02242 1.16519
N: 0.70380 0.67245 0.80889
B: 1.57832 -0.15059 -0.00608
O: 2.88640 -0.46639 0.30906
B: 3.30892 -1.76873 0.06768
N: 4.25808 -2.44746 0.88824
O: 2.74607 -2.41021 -1.03935
B: 1.52623 -1.97977 -1.50289
Br: 0.48963 -3.13900 -2.60213
O: 1.07138 -0.73655 -1.16298
H: 2.80996 3.06435 -2.39928
H: 2.30543 1.50882 -1.79127
H: 3.10488 2.66549 -0.71770
H: 1.01760 4.22136 -1.47810
H: 0.25388 2.68890 -1.79706
H: -0.49727 2.91521 0.33201
H: 0.74373 4.06642 0.78598
H: 0.98811 2.21797 2.21191
H: 2.31415 2.04918 1.10464
H: 0.52742 0.17332 1.67459
H: 3.90357 -3.19178 1.47139
H: 4.76870 -1.80794 1.48455
C: 5.79976 -3.19329 -3.40483
C: 5.33259 -4.57671 -3.83026
C: 4.43594 -4.52035 -5.05667
O: 4.67252 -5.23562 -2.75199
H: 4.93632 -2.57274 -3.14704
H: 6.44373 -3.26214 -2.52841
H: 6.34793 -2.69680 -4.20733
H: 6.20228 -5.20208 -4.04538
H: 3.53548 -3.94126 -4.83213
H: 4.12553 -5.52325 -5.34948
H: 4.94135 -4.05097 -5.90210
H: 3.90403 -4.69949 -2.52202
C: -3.11731 1.88592 -0.99172
C: -2.75939 0.64518 -1.79780
C: -3.28832 -0.61738 -1.13901
O: -1.35573 0.56553 -2.00628
H: -2.66629 1.82322 0.00313
H: -2.74287 2.78536 -1.48192
H: -4.19858 1.97692 -0.86673
H: -3.18385 0.73318 -2.80140
H: -2.83659 -0.73666 -0.14842
H: -3.03318 -1.49535 -1.73323
H: -4.37254 -0.57857 -1.02778
H: -0.92241 0.45415 -1.14878
C: 1.63092 2.50133 6.78645
C: 1.47569 1.71011 5.49900
C: 1.54108 0.21058 5.73779
O: 2.44634 2.11225 4.53283
H: 2.60330 2.29218 7.24178
H: 1.56917 3.57055 6.58721
H: 0.85742 2.23424 7.50773
H: 0.51780 1.96029 5.03589
H: 2.51131 -0.06106 6.16360
H: 1.41629 -0.33242 4.80070
H: 0.76581 -0.11230 6.43391
H: 3.32073 1.91958 4.88794
C: -8.99171 0.29519 -0.71304
C: -7.55440 -0.08616 -0.40222
C: -6.91949 0.85218 0.61118
O: -6.77328 -0.14411 -1.59576
H: -9.03004 1.30178 -1.13972
H: -9.42378 -0.39858 -1.43341
H: -9.60387 0.28915 0.18995
H: -7.52670 -1.10747 -0.01574
H: -6.90267 1.87365 0.21909
H: -5.89352 0.55071 0.82281
H: -7.48170 0.86067 1.54616
H: -6.76088 0.73621 -1.98747

---

The following is a quantum chemistry calculation of a molecular structure, C16H44BeF6N4O4P in a non-equilibrium geometry, from the Open Molecules 2025 dataset.

Values from the calculation:
Energy above the lowest of the compared OMol25 structures with the same formula, charge and spin, kcal/mol: 13.8
Total charge: +1
LUMO energy, eV: -2.9
HOMO, eV: -13.0
Gap between HOMO and LUMO, eV: 10.17

Positions of all 76 atoms, in Å:
Be: -0.07831 0.19404 0.38646
P: -2.24387 1.67781 3.64199
F: -3.44397 2.37634 4.44597
F: -1.17511 2.77582 4.19918
F: -1.96494 0.74331 4.93711
F: -1.02346 0.92759 2.80708
F: -3.25984 0.55571 3.07120
F: -2.49978 2.61016 2.34007
C: -0.35538 -0.49715 -3.43443
C: 0.58515 -1.53242 -2.81083
C: 1.79224 -1.77142 -3.71580
O: 2.60942 -0.63111 -3.69470
C: 3.66948 -0.68674 -4.63367
N: 1.06732 -1.05891 -1.50271
H: -1.21821 -0.30993 -2.79266
H: -0.78392 -0.93494 -4.33681
H: 0.14314 0.44866 -3.64371
H: 0.01383 -2.46145 -2.79746
H: 1.42406 -1.90300 -4.73826
H: 2.30854 -2.67442 -3.36674
H: 4.38164 -1.39680 -4.19435
H: 4.26899 0.22319 -4.63818
H: 3.39486 -0.97343 -5.64782
H: 1.74840 -1.76345 -1.21723
H: 1.67312 -0.30149 -1.79551
C: -4.65287 -0.24278 0.01310
C: -3.13178 -0.44770 0.18748
C: -2.68593 -1.74991 -0.44717
O: -1.29399 -1.90240 -0.13287
C: -0.87325 -3.25381 -0.26749
N: -2.38945 0.64868 -0.44120
H: -4.88286 -0.13895 -1.05284
H: -5.02430 0.71454 0.37864
H: -5.15688 -1.10124 0.45216
H: -2.90535 -0.46390 1.25179
H: -2.86203 -1.80541 -1.52617
H: -3.24273 -2.59057 -0.02616
H: 0.12386 -3.46597 0.11373
H: -0.92000 -3.58123 -1.30803
H: -1.53236 -3.91039 0.30627
H: -2.79485 1.54056 -0.16476
H: -2.59635 0.65446 -1.43876
C: -0.33788 4.67975 -0.66082
C: 0.03326 3.19682 -0.62168
C: 1.50855 2.93279 -0.88047
O: 1.72551 1.55029 -0.84523
C: 3.07762 1.25905 -1.14387
N: -0.29990 2.67421 0.71122
H: -0.23320 5.10011 -1.66328
H: 0.33593 5.25170 -0.01749
H: -1.36104 4.86299 -0.33548
H: -0.62916 2.70851 -1.34269
H: 2.06823 3.46311 -0.10202
H: 1.75735 3.33426 -1.86663
H: 3.42381 1.62297 -2.11414
H: 3.29980 0.19410 -1.15296
H: 3.73847 1.70330 -0.39206
H: 0.25785 3.25643 1.33551
H: -1.24453 2.99678 0.89889
C: 3.24512 -1.41429 3.12074
C: 1.93929 -1.27466 2.33613
C: 0.67749 -1.52199 3.14371
O: -0.37230 -1.62397 2.18734
C: -1.54447 -2.14558 2.76493
N: 1.84638 0.12040 1.86050
H: 4.07019 -1.62906 2.43952
H: 3.25642 -2.16982 3.90744
H: 3.51343 -0.49081 3.63875
H: 1.91762 -1.99708 1.51953
H: 0.41338 -0.80364 3.92250
H: 0.80278 -2.51974 3.57902
H: -1.34553 -3.19998 2.98795
H: -2.40497 -2.08601 2.10143
H: -1.82958 -1.62565 3.68333
H: 1.71035 0.67358 2.70348
H: 2.77149 0.38115 1.53101